(1)
ORCA calculation (wB97M-V/def2-TZVPD) on C22H24BN10O2S4Tl as an isolated structure.

## Properties
E_LUMO (eV): 0.463
HOMO energy (eV): -6.9
ΔE to the lowest compared entry with this formula, charge and spin (kcal per mole): 0.00
HOMO-LUMO gap (eV): 7.379

Cartesian coordinates (Å):
1 Tl 0.078 -0.347 0.021
2 C 3.880 0.173 3.106
3 N 4.117 0.481 1.708
4 C 4.611 1.688 1.258
5 C 4.509 1.695 -0.077
6 N 3.922 0.485 -0.445
7 C 3.676 -0.271 0.673
8 S 3.055 -1.831 0.790
9 C 3.514 0.212 -1.772
10 C 4.354 0.564 -2.824
11 C 3.888 0.368 -4.111
12 C 2.629 -0.182 -4.302
13 C 1.886 -0.517 -3.183
14 N 2.317 -0.317 -1.938
15 H 4.717 0.541 3.696
16 H 3.795 -0.904 3.213
17 H 2.952 0.654 3.417
18 H 4.954 2.448 1.935
19 H 4.730 2.462 -0.795
20 H 5.342 0.959 -2.634
21 H 4.508 0.635 -4.957
22 H 2.229 -0.351 -5.291
23 H 0.899 -0.953 -3.276
24 N -3.922 -0.391 1.250
25 C -3.693 -1.656 0.777
26 N -2.608 -2.000 0.158
27 C -2.693 -3.299 -0.297
28 C -3.843 -3.950 0.009
29 S -4.899 -2.901 0.880
30 C -1.572 -3.872 -1.055
31 C -1.628 -5.016 -1.781
32 S -0.081 -5.354 -2.466
33 C 0.530 -3.906 -1.724
34 N -0.347 -3.237 -1.038
35 N 1.818 -3.492 -1.907
36 H -3.083 0.151 1.401
37 H -4.595 -0.277 1.991
38 H -4.118 -4.969 -0.202
39 H -2.473 -5.659 -1.959
40 H 2.490 -4.195 -2.164
41 H 2.159 -2.818 -1.223
42 N -2.571 1.189 -1.198
43 N -1.647 2.044 -1.817
44 C -0.386 1.665 -1.927
45 N 0.432 2.605 -2.417
46 S 1.368 2.404 1.185
47 H -3.314 0.946 -1.841
48 H -2.967 1.640 -0.380
49 H -1.943 3.004 -1.978
50 H 0.172 3.587 -2.431
51 H 1.415 2.446 -2.276
52 O -1.419 2.926 1.386
53 B -0.209 2.356 1.917
54 O -0.569 1.678 3.124
55 C -1.905 1.831 3.289
56 C -2.715 1.340 4.289
57 C -4.082 1.623 4.198
58 C -4.598 2.363 3.144
59 C -3.768 2.862 2.136
60 C -2.423 2.580 2.232
61 H -2.303 0.764 5.106
62 H -4.749 1.261 4.971
63 H -5.659 2.572 3.108
64 H -4.159 3.458 1.321

(2)
ORCA calculation (wB97M-V/def2-TZVPD) on C14H27O14P3 as an isolated structure.

## Properties
E_LUMO (eV): 0.391
HOMO energy (eV): -9.2
HOMO-LUMO gap (eV): 9.576

Cartesian coordinates (Å):
1 C -3.170 1.491 -2.225
2 P -2.919 -0.169 -1.528
3 C -1.788 -0.884 -2.776
4 O -1.776 0.336 -0.344
5 P -1.346 -0.675 0.779
6 O -1.176 -2.065 0.367
7 O -2.285 -0.382 2.020
8 O 0.011 -0.018 1.347
9 P 1.458 -0.601 0.932
10 O 1.856 -0.451 -0.473
11 H -3.649 1.352 -3.197
12 H -3.855 2.047 -1.587
13 H -2.242 2.050 -2.345
14 H -2.365 -1.620 -3.338
15 H -1.367 -0.149 -3.462
16 H -0.982 -1.411 -2.270
17 H -3.215 -0.550 1.826
18 H 2.236 0.130 1.836
19 H 1.442 -1.913 1.413
20 C 3.814 2.837 6.010
21 C 4.027 1.598 5.177
22 C 2.763 0.853 4.789
23 O 3.206 -0.505 4.722
24 C 4.283 -0.632 5.545
25 O 4.759 -1.666 5.874
26 O 4.724 0.587 5.928
27 H 4.731 3.416 6.101
28 H 3.053 3.468 5.548
29 H 3.479 2.558 7.009
30 H 4.631 1.814 4.292
31 H 2.356 1.155 3.827
32 H 1.992 0.937 5.559
33 C 5.204 -1.467 -0.048
34 C 6.002 -1.698 -1.305
35 C 5.505 -2.834 -2.180
36 O 6.710 -3.313 -2.785
37 C 7.746 -2.998 -1.969
38 O 8.851 -3.416 -2.088
39 O 7.340 -2.141 -1.005
40 H 5.487 -0.531 0.433
41 H 4.146 -1.418 -0.303
42 H 5.377 -2.280 0.659
43 H 6.094 -0.778 -1.889
44 H 4.807 -2.528 -2.953
45 H 5.068 -3.636 -1.579
46 C -7.440 1.648 -4.708
47 C -7.808 0.855 -3.480
48 C -8.747 1.554 -2.512
49 O -8.338 1.030 -1.246
50 C -7.047 0.639 -1.346
51 O -6.353 0.337 -0.432
52 O -6.655 0.642 -2.642
53 H -6.917 1.033 -5.437
54 H -8.342 2.044 -5.177
55 H -6.795 2.482 -4.430
56 H -8.196 -0.132 -3.745
57 H -9.799 1.334 -2.671
58 H -8.587 2.635 -2.515

(3)
ORCA calculation (wB97M-V/def2-TZVPD) on a 2-piece molecular cluster, C4H10O2 overall at a distorted geometry.

## Properties
E_LUMO (eV): 0.701
HOMO energy (eV): -8.4
ΔE to the lowest compared entry with this formula, charge and spin (kcal per mole): 125.13
HOMO-LUMO gap (eV): 9.142

Cartesian coordinates (Å):
1 C 3.000 -0.197 -0.063
2 O 1.769 0.462 -0.235
3 C 0.707 -0.186 0.427
4 C -0.591 0.594 0.163
5 O -1.566 -0.345 -0.310
6 C -2.797 0.050 -0.692
7 H 3.748 0.358 -0.635
8 H 3.308 -0.222 0.995
9 H 2.965 -1.233 -0.436
10 H 0.578 -1.212 0.047
11 H 0.924 -0.258 1.506
12 H -0.962 1.087 1.068
13 H -0.380 1.355 -0.600
14 H -4.071 -0.382 0.364
15 H -3.513 0.664 -0.051
16 H -3.118 -0.535 -1.549

(4)
ORCA calculation (wB97M-V/def2-TZVPD) on C40H34N2O5S4Sb2Tl as an isolated structure.

## Properties
E_LUMO (eV): 1.032
HOMO energy (eV): -4.5
ΔE to the lowest compared entry with this formula, charge and spin (kcal per mole): 0.00
HOMO-LUMO gap (eV): 5.565
Net charge: -1

Cartesian coordinates (Å):
1 Tl -0.671 1.221 -0.563
2 O -1.476 -0.841 -1.900
3 N -1.964 -0.875 -3.117
4 C -2.453 -2.054 -3.559
5 C -3.023 -2.194 -4.796
6 C -3.081 -1.076 -5.630
7 C -2.568 0.117 -5.183
8 C -2.000 0.253 -3.901
9 S -1.399 1.752 -3.354
10 H -2.353 -2.866 -2.853
11 H -3.413 -3.154 -5.100
12 H -3.518 -1.144 -6.618
13 H -2.585 1.005 -5.797
14 S 4.894 0.955 -0.955
15 C 3.119 1.344 -1.090
16 S 1.963 0.078 -1.350
17 S 3.784 1.775 0.577
18 C -1.641 -3.190 2.580
19 C -0.426 -2.931 3.477
20 C -0.263 -1.459 3.880
21 Sb 0.890 -0.279 2.449
22 C 2.771 -0.445 3.515
23 C 3.793 -1.153 2.888
24 C 5.060 -1.217 3.451
25 C 5.318 -0.564 4.649
26 C 4.303 0.139 5.283
27 C 3.035 0.198 4.719
28 C 0.331 1.618 3.365
29 C -0.550 1.715 4.439
30 C -0.897 2.951 4.970
31 C -0.372 4.116 4.433
32 C 0.494 4.036 3.352
33 C 0.831 2.799 2.824
34 Sb -1.547 -2.153 0.647
35 C -0.410 -3.759 -0.255
36 C 0.759 -3.420 -0.933
37 C 1.572 -4.404 -1.481
38 C 1.223 -5.741 -1.365
39 C 0.059 -6.090 -0.694
40 C -0.746 -5.104 -0.139
41 C -3.543 -2.711 -0.027
42 C -4.271 -1.669 -0.603
43 C -5.523 -1.885 -1.161
44 C -6.073 -3.160 -1.151
45 C -5.374 -4.200 -0.557
46 C -4.124 -3.974 0.006
47 H -2.551 -2.854 3.086
48 H -1.744 -4.262 2.395
49 H 0.484 -3.299 2.987
50 H -0.540 -3.532 4.387
51 H 0.248 -1.370 4.841
52 H -1.254 -1.005 3.977
53 H 3.604 -1.631 1.932
54 H 5.852 -1.753 2.942
55 H 6.312 -0.589 5.080
56 H 4.506 0.661 6.211
57 H 2.253 0.768 5.208
58 H -0.982 0.824 4.879
59 H -1.587 3.000 5.804
60 H -0.644 5.078 4.851
61 H 0.897 4.940 2.911
62 H 1.479 2.764 1.963
63 H 1.036 -2.378 -1.038
64 H 2.480 -4.121 -1.998
65 H 1.854 -6.511 -1.792
66 H -0.223 -7.132 -0.597
67 H -1.639 -5.404 0.394
68 H -3.837 -0.675 -0.629
69 H -6.068 -1.061 -1.604
70 H -7.044 -3.340 -1.597
71 H -5.807 -5.194 -0.527
72 H -3.617 -4.801 0.486
73 O 2.954 2.510 -1.891
74 C 1.950 3.335 -1.602
75 O 1.174 3.199 -0.679
76 C 1.874 4.491 -2.530
77 C 3.018 5.023 -3.116
78 C 2.927 6.187 -3.854
79 C 1.689 6.794 -4.012
80 C 0.534 6.241 -3.472
81 C 0.631 5.089 -2.719
82 N 1.603 8.050 -4.745
83 O 2.631 8.528 -5.187
84 O 0.506 8.559 -4.883
85 H 3.968 4.524 -2.985
86 H 3.796 6.639 -4.309
87 H -0.415 6.727 -3.648
88 H -0.243 4.622 -2.288

(5)
ORCA calculation (wB97M-V/def2-TZVPD) on C6H8F13N2O10S4V as an isolated structure at a distorted geometry.

## Properties
E_LUMO (spin up / spin down) (eV): -0.593 / -7.310
HOMO energy (spin up / spin down) (eV): -10.1 / -11.2
HOMO-LUMO gap (spin up / spin down) (eV): 9.527 / 3.850
Spin multiplicity: 5

Cartesian coordinates (Å):
1 V -0.506 0.391 0.438
2 C -0.060 -0.603 4.366
3 F 0.580 -1.359 5.209
4 F -0.847 -1.311 3.595
5 F -0.757 0.308 5.048
6 S 1.201 0.247 3.196
7 O 0.755 1.627 3.030
8 O 2.514 0.080 3.791
9 N 0.937 -0.563 1.669
10 S 1.642 -1.968 1.858
11 O 1.825 -2.383 3.249
12 O 0.973 -2.952 1.033
13 C 3.455 -1.765 1.226
14 F 3.445 -0.911 0.240
15 F 4.272 -1.284 2.154
16 F 3.764 -2.974 0.759
17 C -1.069 -2.162 -2.943
18 F -0.613 -2.737 -4.118
19 F -2.330 -1.850 -2.927
20 F -0.927 -3.048 -1.915
21 S 0.029 -0.619 -2.548
22 O 1.017 -1.206 -1.628
23 O 0.604 -0.104 -3.810
24 N -0.956 0.444 -1.609
25 S -1.920 1.176 -2.635
26 O -2.108 0.776 -4.045
27 O -3.204 1.439 -2.024
28 C -1.075 2.929 -2.738
29 F 0.227 2.819 -3.191
30 F -1.739 3.619 -3.643
31 F -1.071 3.482 -1.498
32 F -1.658 2.101 1.249
33 C 2.176 2.510 -0.848
34 O 0.977 2.120 -0.177
35 H 2.374 1.788 -1.640
36 H 2.163 3.567 -1.115
37 H 3.067 2.445 -0.223
38 H 0.607 2.920 0.202
39 C -3.210 -0.975 0.309
40 O -1.908 -1.295 0.813
41 H -3.344 -1.481 -0.647
42 H -4.044 -1.232 0.963
43 H -3.280 0.109 0.216
44 H -1.980 -2.115 1.307

(6)
ORCA calculation (wB97M-V/def2-TZVPD) on one molecule with the formula C5H8N2.

## Properties
E_LUMO (eV): 0.271
HOMO energy (eV): -6.9
ΔE to the lowest compared entry with this formula, charge and spin (kcal per mole): 107.73
HOMO-LUMO gap (eV): 7.197

Cartesian coordinates (Å):
1 C 0.361 2.396 -0.905
2 N 0.801 0.834 -0.966
3 C -0.332 -0.021 -0.785
4 C -0.159 -0.750 0.332
5 C -1.080 -1.728 0.984
6 C 1.154 -0.348 0.803
7 N 1.737 0.535 0.064
8 H 1.279 0.723 -1.858
9 H 0.313 2.533 0.188
10 H -0.694 2.325 -1.231
11 H -1.152 0.045 -1.487
12 H -0.570 -2.682 1.153
13 H -1.955 -1.920 0.357
14 H -1.431 -1.365 1.955
15 H 1.655 -0.703 1.697

(7)
ORCA calculation (wB97M-V/def2-TZVPD) on a 8-piece molecular cluster, C12H40N8O8 overall at a distorted geometry.

## Properties
E_LUMO (eV): 0.514
HOMO energy (eV): -9.3
ΔE to the lowest compared entry with this formula, charge and spin (kcal per mole): 0.00
HOMO-LUMO gap (eV): 9.774

Cartesian coordinates (Å):
1 C 10.803 13.016 6.198
2 O 10.689 12.357 7.227
3 N 9.761 13.153 5.324
4 N 11.996 13.522 5.736
5 H 9.814 13.392 4.370
6 H 8.948 12.633 5.605
7 H 12.757 13.171 6.309
8 H 12.151 13.774 4.763
9 C 7.895 10.217 11.266
10 O 8.872 10.679 10.662
11 N 6.678 10.690 10.943
12 N 7.948 9.387 12.304
13 H 6.657 11.222 10.031
14 H 5.869 10.156 11.133
15 H 8.877 8.986 12.465
16 H 7.182 8.903 12.768
17 C 7.756 7.158 8.783
18 O 7.146 8.001 9.411
19 N 7.037 6.443 7.822
20 N 9.095 6.828 8.955
21 H 6.041 6.561 7.802
22 H 7.411 5.576 7.548
23 H 9.356 6.124 8.281
24 H 9.849 7.467 9.245
25 C 7.523 10.880 7.147
26 O 7.371 11.564 6.136
27 N 6.428 10.377 7.761
28 N 8.707 10.638 7.820
29 H 6.484 9.516 8.315
30 H 5.502 10.500 7.364
31 H 8.552 10.484 8.857
32 H 9.483 11.246 7.612
33 C 12.803 8.231 8.282
34 C 11.428 8.963 8.261
35 O 10.991 8.919 9.630
36 H 12.698 7.235 8.740
37 H 13.517 8.827 8.951
38 H 13.095 8.112 7.235
39 H 10.747 8.403 7.638
40 H 11.605 9.900 7.812
41 H 10.282 9.520 9.814
42 C 16.642 5.779 6.312
43 C 17.225 6.992 7.005
44 O 16.248 7.957 7.352
45 H 16.260 5.955 5.318
46 H 15.734 5.496 6.892
47 H 17.301 4.908 6.363
48 H 18.093 7.423 6.508
49 H 17.596 6.638 7.967
50 H 15.754 8.037 6.552
51 C 16.051 11.547 5.710
52 C 15.479 11.586 7.134
53 O 14.699 12.790 7.246
54 H 16.659 10.642 5.604
55 H 16.674 12.419 5.580
56 H 15.203 11.434 4.951
57 H 16.245 11.533 7.938
58 H 14.740 10.700 7.248
59 H 14.197 12.800 8.066
60 C 14.052 12.197 11.207
61 C 12.662 11.954 10.598
62 O 12.660 12.415 9.311
63 H 14.081 11.761 12.184
64 H 14.337 13.225 11.358
65 H 14.839 11.656 10.665
66 H 11.980 12.524 11.225
67 H 12.462 10.900 10.675
68 H 11.904 12.052 8.838

(8)
ORCA calculation (wB97M-V/def2-TZVPD) on C33H21F6N3OPdS3 as an isolated structure.

## Properties
E_LUMO (eV): -1.036
HOMO energy (eV): -7.6
ΔE to the lowest compared entry with this formula, charge and spin (kcal per mole): 0.00
HOMO-LUMO gap (eV): 6.571

Cartesian coordinates (Å):
1 Pd -0.415 0.239 -0.399
2 S 0.572 0.846 -4.755
3 C -0.256 2.204 -4.138
4 C -0.563 2.052 -2.821
5 C -0.125 0.807 -2.279
6 C 0.529 0.052 -3.215
7 C 1.110 -1.286 -3.038
8 C 1.466 -2.080 -4.132
9 C 1.976 -3.344 -3.910
10 C 2.122 -3.793 -2.606
11 C 1.760 -2.931 -1.584
12 N 1.280 -1.709 -1.782
13 H -0.483 3.039 -4.782
14 H -1.105 2.797 -2.255
15 H 1.318 -1.717 -5.140
16 H 2.246 -3.977 -4.746
17 H 2.506 -4.779 -2.386
18 H 1.862 -3.235 -0.547
19 S 4.081 3.005 -2.548
20 C 5.495 3.923 -2.800
21 C 6.025 4.373 -1.629
22 C 5.266 3.964 -0.504
23 C 4.173 3.211 -0.840
24 C 3.176 2.617 0.057
25 C 2.060 1.944 -0.482
26 N 1.131 1.379 0.258
27 C 1.258 1.411 1.611
28 C 2.307 2.082 2.240
29 C 2.352 2.102 3.677
30 C 1.415 1.469 4.415
31 C 0.351 0.737 3.786
32 C -0.642 0.037 4.490
33 C -1.618 -0.662 3.813
34 C -1.560 -0.661 2.400
35 N -0.645 -0.010 1.729
36 C 0.294 0.699 2.393
37 C -2.687 -1.401 4.493
38 C -3.698 -2.130 3.929
39 C -4.563 -2.715 4.888
40 C -4.198 -2.420 6.164
41 S -2.806 -1.434 6.212
42 C 3.275 2.692 1.429
43 H 5.862 4.083 -3.800
44 H 6.920 4.974 -1.569
45 H 5.524 4.226 0.512
46 H 1.901 1.881 -1.551
47 H 3.161 2.639 4.158
48 H 1.457 1.493 5.497
49 H -0.625 0.055 5.574
50 H -2.263 -1.213 1.789
51 H -3.828 -2.252 2.863
52 H -5.417 -3.326 4.636
53 H -4.673 -2.729 7.081
54 H 4.103 3.208 1.899
55 C -4.170 -1.583 -0.310
56 C -3.040 -1.352 -1.327
57 O -1.854 -1.146 -0.697
58 C -2.885 -2.642 -2.175
59 F -4.024 -2.997 -2.810
60 F -1.929 -2.545 -3.104
61 F -2.556 -3.670 -1.374
62 C -3.485 -0.186 -2.243
63 F -3.461 0.969 -1.553
64 F -2.731 -0.025 -3.331
65 F -4.755 -0.345 -2.677
66 H -3.821 -2.338 0.395
67 H -5.095 -1.925 -0.770
68 H -4.361 -0.650 0.221

What did the third record say?
ORCA calculation (wB97M-V/def2-TZVPD) on a 2-piece molecular cluster, C4H10O2 overall at a distorted geometry.

## Properties
E_LUMO (eV): 0.701
HOMO energy (eV): -8.4
ΔE to the lowest compared entry with this formula, charge and spin (kcal per mole): 125.13
HOMO-LUMO gap (eV): 9.142

Cartesian coordinates (Å):
1 C 3.000 -0.197 -0.063
2 O 1.769 0.462 -0.235
3 C 0.707 -0.186 0.427
4 C -0.591 0.594 0.163
5 O -1.566 -0.345 -0.310
6 C -2.797 0.050 -0.692
7 H 3.748 0.358 -0.635
8 H 3.308 -0.222 0.995
9 H 2.965 -1.233 -0.436
10 H 0.578 -1.212 0.047
11 H 0.924 -0.258 1.506
12 H -0.962 1.087 1.068
13 H -0.380 1.355 -0.600
14 H -4.071 -0.382 0.364
15 H -3.513 0.664 -0.051
16 H -3.118 -0.535 -1.549